[1]
Density functional theory data (ωB97M-V with the def2-TZVPD basis set) for a molecular structure, C27H49F3IN2O2P2S.

Last column: Löwdin charge in e.
Geometry (Å):
1 C 4.190 -1.313 2.925  -0.09
2 C 5.350 -1.102 1.938  -0.24
3 C 5.333 -2.064 0.753  -0.21
4 C 4.431 -1.681 -0.418  -0.21
5 C 4.847 -0.430 -1.195  -0.20
6 C 4.426 0.932 -0.627  -0.20
7 C 3.053 0.969 0.020  -0.21
8 C 1.894 0.839 -0.979  -0.17
9 C 1.121 2.160 -1.177  -0.20
10 C -0.273 2.138 -0.580  -0.20
11 C -1.173 1.059 -1.188  -0.21
12 C -2.662 1.338 -1.011  -0.24
13 C -3.137 1.176 0.443  -0.31
14 P -4.624 0.116 0.558  0.75
15 C -5.718 0.304 -0.883  -0.81
16 I -6.246 2.415 -0.947  1.03
17 C -6.914 -0.671 -0.884  -0.35
18 C -8.144 -0.180 -1.625  -0.13
19 P -3.965 -1.890 1.036  0.81
20 C -4.958 -3.139 0.130  -0.29
21 C -2.233 -2.094 0.485  -0.29
22 S -5.609 0.819 2.407  0.57
23 O -5.628 2.248 2.396  -0.33
24 O -4.944 0.215 3.519  -0.29
25 C -7.384 0.250 2.499  -0.61
26 F -7.420 -1.108 2.498  0.12
27 F -7.821 0.742 3.686  0.16
28 F -8.111 0.755 1.477  0.11
29 H 3.350 -0.668 2.692  0.04
30 H 4.543 -1.071 3.921  0.07
31 H 3.879 -2.350 2.935  0.07
32 H 5.406 -0.061 1.643  0.09
33 H 6.261 -1.301 2.496  0.10
34 H 4.959 -3.012 1.135  0.10
35 H 6.335 -2.277 0.393  0.11
36 H 4.477 -2.508 -1.123  0.11
37 H 3.398 -1.649 -0.078  0.10
38 H 5.936 -0.435 -1.218  0.11
39 H 4.546 -0.542 -2.230  0.10
40 H 4.393 1.630 -1.465  0.11
41 H 5.167 1.345 0.047  0.10
42 H 2.974 0.209 0.789  0.07
43 H 2.945 1.914 0.548  0.11
44 H 2.235 0.508 -1.953  0.11
45 H 1.201 0.101 -0.588  0.09
46 H 1.036 2.420 -2.229  0.11
47 H 1.678 2.976 -0.726  0.11
48 H -0.742 3.100 -0.784  0.12
49 H -0.244 2.009 0.502  0.11
50 H -0.956 0.945 -2.244  0.13
51 H -0.969 0.115 -0.689  0.08
52 H -2.898 2.331 -1.369  0.10
53 H -3.173 0.629 -1.658  0.09
54 H -2.380 0.792 1.118  0.08
55 H -3.438 2.148 0.828  0.09
56 H -5.150 0.161 -1.789  0.05
57 H -7.175 -0.994 0.117  0.07
58 H -6.571 -1.561 -1.401  0.09
59 H -8.806 -1.014 -1.822  0.09
60 H -7.874 0.267 -2.574  0.07
61 H -8.703 0.547 -1.051  0.05
62 H -4.927 -2.994 -0.942  0.04
63 H -5.982 -3.083 0.473  0.03
64 H -4.537 -4.097 0.401  0.05
65 H -1.602 -1.302 0.861  0.02
66 H -2.145 -2.152 -0.595  0.05
67 H -1.888 -3.030 0.907  0.05
68 N 6.671 -0.210 -4.722  0.00
69 C 5.901 -0.244 -5.853  -0.15
70 C 5.777 -1.552 -6.236  -0.11
71 C 6.501 -2.339 -5.299  -0.11
72 C 7.039 -1.482 -4.378  -0.15
73 H 6.930 0.620 -4.224  0.14
74 H 5.512 0.661 -6.287  0.10
75 H 5.231 -1.907 -7.094  0.09
76 H 6.613 -3.410 -5.303  0.09
77 H 7.650 -1.666 -3.511  0.10
78 N 1.498 1.903 4.212  0.01
79 C 1.000 2.822 5.095  -0.13
80 C -0.366 2.723 5.086  -0.10
81 C -0.702 1.698 4.162  -0.12
82 C 0.465 1.209 3.644  -0.16
83 H 2.470 1.760 4.012  0.14
84 H 1.658 3.466 5.652  0.11
85 H -1.045 3.316 5.674  0.09
86 H -1.693 1.351 3.912  0.08
87 H 0.649 0.431 2.922  0.09

Forces on the atoms, in the same order (eV/Å):
0.52 0.36 -0.28
0.16 -0.51 0.42
-0.58 0.10 0.01
0.33 -0.22 -0.13
0.32 -0.08 0.56
-0.35 0.13 -0.52
-0.02 0.12 -0.01
-0.16 0.55 0.24
0.12 -0.22 0.14
-0.46 0.04 -0.30
0.09 0.24 0.66
0.33 -0.64 -0.26
-0.68 0.64 0.12
0.71 -0.60 -1.26
-0.76 0.59 0.46
0.06 -0.14 -0.14
0.11 -0.01 -0.20
-0.06 -0.02 0.11
-0.04 -0.63 1.54
0.16 0.87 -0.32
-0.35 0.24 -0.75
0.34 1.21 1.85
-0.28 -0.07 -0.86
0.02 -0.83 -0.59
-0.75 0.00 0.58
-0.20 1.50 -0.09
0.38 -0.85 -1.76
0.61 -0.70 1.24
-0.33 -0.06 0.02
-0.16 0.12 0.29
-0.20 -0.20 -0.01
0.02 0.19 -0.17
0.23 0.03 0.04
0.07 -0.26 0.06
0.26 0.21 -0.13
-0.08 -0.18 -0.12
-0.23 0.16 -0.02
0.22 -0.02 -0.17
-0.28 0.10 -0.19
0.10 0.20 -0.10
0.20 -0.12 0.26
0.05 -0.21 0.11
-0.01 0.19 0.11
0.21 -0.35 -0.05
-0.13 -0.33 -0.16
-0.04 -0.08 -0.25
0.13 0.19 0.08
-0.05 0.23 0.13
0.12 0.10 0.21
0.02 -0.05 -0.26
0.17 -0.29 -0.25
-0.20 0.21 -0.02
-0.17 -0.03 -0.17
0.10 -0.19 0.11
-0.04 0.10 0.26
0.37 0.01 -0.08
-0.09 0.04 0.14
0.19 -0.19 -0.03
-0.10 -0.19 -0.04
0.03 0.08 -0.24
-0.05 0.22 0.10
0.04 -0.23 -0.22
-0.21 -0.12 0.13
0.09 -0.25 0.07
0.09 0.13 0.18
0.15 0.02 -0.18
-0.04 -0.19 0.20
-0.04 -0.04 0.00
0.00 0.03 0.04
-0.02 -0.01 0.01
-0.04 -0.01 0.00
0.01 0.05 0.05
0.03 0.03 0.01
0.01 0.00 -0.03
0.00 0.00 -0.01
0.01 -0.01 -0.01
0.02 -0.02 -0.01
-0.09 0.02 0.05
0.03 0.00 -0.06
0.06 0.02 -0.03
-0.22 -0.03 -0.05
0.16 -0.03 -0.17
0.04 -0.03 0.02
-0.01 0.01 0.02
-0.01 0.00 0.02
-0.02 -0.01 0.07
0.03 -0.02 0.02

## Properties
Total charge: +1
E_HOMO (eV): -9.64
DFT total energy (eV): -81526.6790
Relative energy (zero: lowest compared OMol25 entry of this formula, charge and spin) (eV): 0.000

[2]
Density functional theory data (ωB97M-V with the def2-TZVPD basis set) for a molecular structure, C29H43BiBrF4N2PSSi4Te.

Last column: Löwdin charge in e.
Geometry (Å):
1 Bi -0.692 0.755 0.339  0.89
2 F -6.133 -4.683 2.875  0.18
3 C -5.224 -3.744 2.721  -0.11
4 C -4.744 -3.049 3.820  -0.12
5 F -5.193 -3.315 5.032  0.17
6 C -3.786 -2.069 3.623  -0.21
7 F -3.348 -1.405 4.693  0.12
8 C -3.291 -1.746 2.361  -0.30
9 P -2.034 -0.442 2.343  0.91
10 C -0.637 -1.010 3.317  -0.40
11 C 0.183 -1.972 2.719  -0.12
12 C 1.285 -2.455 3.405  -0.06
13 C 1.574 -1.969 4.674  -0.04
14 C 0.758 -1.015 5.266  -0.04
15 C -0.357 -0.536 4.596  -0.07
16 C -2.777 1.039 3.035  -0.41
17 C -1.947 2.119 3.355  -0.13
18 C -2.505 3.317 3.769  -0.05
19 C -3.884 3.447 3.857  -0.04
20 C -4.709 2.379 3.535  -0.04
21 C -4.161 1.176 3.119  -0.07
22 C -3.784 -2.461 1.271  -0.57
23 Br -3.177 -2.184 -0.484  0.80
24 C -4.737 -3.448 1.452  -0.25
25 F -5.207 -4.137 0.422  0.11
26 H -0.040 -2.350 1.727  0.08
27 H 1.914 -3.207 2.953  0.12
28 H 2.436 -2.343 5.210  0.12
29 H 0.981 -0.652 6.259  0.12
30 H -1.004 0.190 5.070  0.11
31 H -0.868 2.020 3.312  0.10
32 H -1.862 4.146 4.032  0.12
33 H -4.317 4.383 4.182  0.12
34 H -5.782 2.481 3.615  0.12
35 H -4.812 0.348 2.869  0.11
36 C -5.436 0.921 -3.485  -0.03
37 N -4.739 1.370 -2.285  -0.02
38 C -3.450 1.198 -2.067  -0.82
39 N -2.703 0.545 -2.941  0.14
40 S -2.797 1.956 -0.639  0.53
41 H -6.487 1.168 -3.384  0.10
42 H -5.351 -0.161 -3.594  0.10
43 H -5.043 1.421 -4.372  0.11
44 H -5.249 1.898 -1.592  0.14
45 H -3.098 0.135 -3.772  0.12
46 H -1.721 0.373 -2.748  -0.04
47 C 3.719 2.654 -3.669  -0.20
48 Si 2.130 2.188 -2.803  0.33
49 C 0.700 2.182 -4.017  -0.20
50 C 1.766 3.431 -1.433  -0.21
51 Si 2.448 0.041 -1.865  0.17
52 Te 0.152 -1.145 -1.478  0.43
53 Si 3.330 -1.526 -3.417  0.32
54 C 2.448 -1.289 -5.053  -0.21
55 C 3.073 -3.264 -2.769  -0.22
56 C 5.152 -1.124 -3.563  -0.20
57 Si 3.655 0.073 0.165  0.33
58 C 5.144 1.160 -0.157  -0.20
59 C 4.150 -1.675 0.619  -0.21
60 C 2.639 0.801 1.580  -0.24
61 H 3.655 3.666 -4.074  0.05
62 H 3.919 1.978 -4.502  0.03
63 H 4.576 2.619 -2.995  0.03
64 H 0.621 3.163 -4.492  0.05
65 H -0.253 1.983 -3.525  0.00
66 H 0.840 1.440 -4.803  0.03
67 H 1.651 4.434 -1.851  0.04
68 H 2.574 3.470 -0.700  0.02
69 H 0.837 3.219 -0.898  -0.02
70 H 1.365 -1.393 -4.961  0.02
71 H 2.790 -2.038 -5.770  0.04
72 H 2.661 -0.307 -5.478  0.03
73 H 2.020 -3.510 -2.617  0.01
74 H 3.597 -3.422 -1.827  0.02
75 H 3.470 -3.979 -3.493  0.05
76 H 5.315 -0.089 -3.866  0.03
77 H 5.622 -1.765 -4.311  0.05
78 H 5.672 -1.287 -2.618  0.03
79 H 5.720 0.804 -1.013  0.03
80 H 5.810 1.163 0.709  0.05
81 H 4.855 2.194 -0.353  0.03
82 H 4.895 -2.059 -0.079  0.03
83 H 3.297 -2.355 0.611  0.02
84 H 4.592 -1.699 1.617  0.04
85 H 2.222 1.781 1.339  0.01
86 H 3.286 0.932 2.451  0.05
87 H 1.845 0.116 1.896  -0.02

Forces on the atoms, in the same order (eV/Å):
0.15 0.09 -0.04
0.10 0.11 -0.01
-0.03 -0.05 -0.01
-0.01 -0.02 0.03
0.04 0.02 -0.10
-0.03 0.03 0.05
0.00 -0.06 -0.03
0.01 0.02 0.19
-0.07 0.00 -0.15
0.01 -0.02 0.01
0.03 0.01 0.02
-0.04 0.04 0.03
0.02 -0.02 -0.01
0.00 0.00 0.03
0.00 0.02 -0.02
0.01 0.00 -0.01
-0.02 0.00 0.01
0.01 0.00 0.00
0.00 0.00 0.00
0.01 0.00 0.01
0.00 0.01 -0.01
-0.06 -0.09 -0.05
-0.05 0.06 -0.06
-0.04 -0.05 -0.01
0.03 0.06 0.07
-0.01 -0.01 -0.02
0.04 -0.05 -0.03
0.01 0.00 0.00
0.00 0.01 0.01
-0.01 0.01 0.00
0.01 0.00 0.00
0.01 0.01 0.00
0.00 0.01 0.01
-0.02 0.00 0.00
0.00 0.01 -0.01
-0.02 -0.04 -0.01
0.01 0.06 0.06
0.06 -0.07 -0.08
-0.02 0.03 0.12
0.00 -0.05 0.04
0.00 0.02 -0.01
0.00 0.00 -0.01
0.00 0.00 -0.01
0.01 -0.05 -0.03
-0.02 -0.01 -0.02
-0.08 -0.01 -0.05
0.01 -0.11 0.01
-0.13 0.13 0.10
0.07 -0.02 0.03
0.02 -0.07 -0.07
-0.04 -0.01 0.01
0.20 0.10 0.02
0.01 0.04 -0.01
0.04 -0.01 0.04
0.02 0.06 -0.03
-0.06 -0.02 0.02
-0.08 -0.01 0.03
-0.03 -0.05 -0.01
0.04 0.07 -0.02
0.05 -0.08 -0.02
-0.04 0.03 0.01
0.03 -0.01 -0.03
0.02 0.00 0.01
0.00 0.01 -0.01
-0.05 0.01 0.05
0.00 -0.03 -0.03
0.05 0.01 -0.04
0.02 0.00 0.02
-0.08 -0.06 0.04
-0.03 -0.01 0.02
0.01 -0.01 -0.02
0.00 0.03 -0.01
-0.03 0.00 -0.01
0.00 -0.01 0.04
0.01 -0.02 -0.01
0.01 0.02 0.00
-0.01 -0.02 -0.02
0.01 0.00 0.02
0.02 0.00 -0.02
0.00 -0.01 0.03
-0.01 0.02 -0.01
0.01 -0.04 -0.02
-0.05 -0.02 0.00
0.02 0.01 0.03
-0.03 0.03 -0.01
0.03 0.01 0.00
-0.03 0.03 -0.02

## Properties
Total charge: +2
E_HOMO (eV): -13.15
DFT total energy (eV): -179421.7104
Relative energy (zero: lowest compared OMol25 entry of this formula, charge and spin) (eV): 0.000

[3]
Density functional theory data (ωB97M-V with the def2-TZVPD basis set) for 7 unconnected molecules or ions with the total composition C5H25NO6.

Last column: natural (NBO) charge in e.
Geometry (Å):
1 N 1.457 -1.892 1.573  -0.87
2 H 0.905 -2.729 1.691  0.44
3 H 2.080 -2.154 0.822  0.46
4 H 1.917 -1.640 2.436  0.44
5 H 0.899 -1.126 1.224  0.47
6 O 0.171 -0.091 0.305  -1.23
7 H -0.630 0.181 -0.184  0.46
8 C -0.026 2.114 -2.194  -0.26
9 O -0.623 0.854 -2.380  -0.56
10 H -0.428 2.841 -2.900  0.22
11 H -0.333 2.448 -1.203  0.20
12 H 1.059 2.083 -2.295  0.21
13 H -0.197 0.230 -1.787  0.48
14 C 2.667 -0.157 -2.065  -0.26
15 O 2.756 0.069 -0.676  -0.75
16 H 3.504 -0.782 -2.377  0.20
17 H 1.785 -0.729 -2.352  0.18
18 H 2.724 0.753 -2.662  0.17
19 H 1.903 0.174 -0.248  0.49
20 C 0.227 2.256 3.021  -0.28
21 O 0.866 2.148 1.743  -0.47
22 H 0.129 1.278 3.494  0.20
23 H 0.721 2.929 3.723  0.23
24 H -0.788 2.602 2.830  0.23
25 H 0.587 1.368 1.258  0.51
26 C -3.119 0.609 0.827  -0.27
27 O -2.287 -0.492 1.167  -0.66
28 H -2.882 1.471 1.452  0.17
29 H -2.975 0.908 -0.211  0.18
30 H -4.131 0.298 1.084  0.22
31 H -1.383 -0.242 0.962  0.47
32 C -1.361 -2.867 -1.076  -0.25
33 O -0.147 -2.155 -1.286  -0.77
34 H -2.160 -2.128 -1.142  0.18
35 H -1.388 -3.644 -1.840  0.20
36 H -1.394 -3.341 -0.095  0.15
37 H -0.106 -1.446 -0.639  0.47

Forces on the atoms, in the same order (eV/Å):
0.72 -1.58 0.41
-0.61 -0.15 0.41
0.91 0.34 -0.27
0.48 -0.14 0.13
-1.32 1.06 -0.70
-0.50 1.26 -0.05
0.81 0.32 0.16
-0.36 -0.01 -0.43
-0.32 0.50 -0.39
-0.13 -0.33 -0.10
0.36 0.41 0.68
0.10 -0.05 0.30
0.53 -0.51 -0.24
0.08 -0.56 -0.31
0.86 -0.16 0.40
0.16 0.11 0.18
-0.34 0.07 0.06
-0.08 0.25 0.11
-0.59 0.19 -0.58
0.18 -0.44 -0.74
0.54 1.63 1.80
-0.05 -0.26 -0.05
0.28 0.10 -0.61
-0.41 0.17 0.06
-0.82 -1.36 -0.85
0.01 -0.62 0.76
-0.84 0.18 0.10
0.11 0.30 0.15
-0.29 -0.04 -0.29
-0.01 0.21 -0.50
0.43 -0.30 0.61
0.32 0.31 -0.21
0.52 -0.63 -0.28
-0.51 -0.50 -0.16
-0.40 0.20 0.03
-0.04 -0.07 0.14
0.23 0.10 0.32

## Properties
Total charge: +1
Spin multiplicity: 2
⟨S²⟩: 0.76
E_HOMO (spin up / spin down) (eV): -13.35 / -13.10
DFT total energy (eV): -19352.9421
Relative energy (zero: lowest compared OMol25 entry of this formula, charge and spin) (eV): 3.219

Respective max |F| values: 0.04343, 0.00441, 0.04838 hartree/bohr.